DFT (ωB97M-V with the def2-TZVPD basis set) results for a 7-piece molecular cluster, C19H31NO19PS overall.

Summary:
* 2S+1: 1
* HOMO level: -12.54 eV
* Kohn-Sham gap: 9.260 eV
* net charge: +1

```
72
Properties=species:S:1:pos:R:3:forces:R:3
N 1.364925 -1.447583 0.697095 -0.1 -0.1 0.7
C 0.760674 -2.214735 1.757706 0.7 0.5 -0.8
S -0.732813 -1.453239 2.502824 -0.4 -0.7 1.1
P -2.292660 -1.702172 0.986117 0.4 0.8 -1.2
O -1.832457 -1.244675 -0.327717 -0.1 -0.2 0.1
H 0.827811 -0.651521 0.377007 -0.1 -0.2 -0.4
H 2.292217 -1.127951 0.942157 -0.1 0.1 -0.1
H 1.441735 -2.336764 2.607067 -0.2 -0.2 -0.1
H 0.429681 -3.198542 1.406155 -0.2 0.1 0.2
H -0.526304 -0.124983 2.460172 0.0 0.2 -0.4
H -3.351675 -1.019125 1.581828 0.0 -0.2 0.3
H -2.491811 -3.083512 1.105840 0.0 -0.1 0.3
C -3.721868 3.463751 0.121084 0.0 -0.1 0.0
C -4.723386 2.371616 0.435417 -0.1 0.2 -0.1
O -3.853752 1.266224 0.804933 -0.1 0.0 0.1
C -2.688828 1.776991 1.199385 0.3 -0.1 0.0
O -1.807850 1.105029 1.695539 -0.3 0.1 0.0
O -2.599825 3.071792 0.971940 0.0 0.1 0.0
H -4.049361 4.461395 0.384827 0.0 0.0 0.1
H -3.379813 3.453285 -0.909170 0.0 0.0 -0.1
H -5.349085 2.607727 1.295146 0.0 0.0 0.0
H -5.345838 2.092593 -0.405224 0.1 -0.1 -0.1
C -5.004358 2.859222 -4.996174 0.0 0.0 -0.1
C -6.022529 3.949183 -5.283000 0.1 0.0 -0.1
O -6.501743 4.263403 -3.962729 0.0 0.0 -0.1
C -5.553966 3.919865 -3.083435 0.2 0.2 0.2
O -5.542705 4.221370 -1.924509 -0.2 -0.1 0.0
O -4.587389 3.188684 -3.661348 0.0 -0.2 -0.1
H -4.147768 2.865293 -5.663175 0.1 0.1 0.1
H -5.451612 1.864519 -4.982604 0.0 0.0 0.0
H -5.570767 4.845436 -5.707244 0.0 0.0 0.0
H -6.847803 3.625017 -5.909378 -0.1 0.0 0.1
C -0.097465 3.926097 -1.389627 -0.1 -0.1 0.1
C -0.761371 2.992090 -2.384443 0.1 0.0 0.0
O -1.543705 3.904343 -3.168363 0.0 -0.1 0.0
C -0.988546 5.138857 -3.078042 -0.1 0.1 -0.1
O -1.308870 6.070174 -3.742303 0.0 -0.1 0.1
O -0.033449 5.154413 -2.121773 0.0 0.0 0.0
H 0.899043 3.611162 -1.101363 0.1 0.0 -0.1
H -0.705854 4.084245 -0.495777 0.0 0.0 0.0
H -0.041843 2.491327 -3.030761 0.0 0.0 0.0
H -1.406355 2.247625 -1.922436 -0.1 0.0 0.0
C 5.226961 0.845245 -1.978046 0.2 -0.1 0.1
C 4.811610 -0.405892 -1.222578 0.1 0.0 -0.2
O 3.429574 -0.125235 -0.931144 0.2 -0.1 0.1
C 2.978427 0.780912 -1.828824 -0.1 0.0 0.1
O 1.831204 1.094493 -1.925811 0.0 0.0 0.1
O 3.986419 1.272822 -2.559259 0.0 0.0 0.0
H 5.959778 0.660774 -2.757270 -0.1 0.0 -0.1
H 5.588997 1.634280 -1.318133 0.0 0.0 0.0
H 4.864767 -1.300498 -1.844768 0.0 0.0 0.0
H 5.373136 -0.565316 -0.305800 -0.1 0.1 0.1
C -0.533897 -3.957264 6.619277 0.0 0.0 0.0
C 0.197786 -2.843235 5.890615 -0.1 0.1 0.1
O 1.544706 -3.032355 6.307048 0.0 0.0 0.0
C 1.700395 -4.334283 6.687253 0.1 -0.1 0.0
O 2.742612 -4.850899 6.904854 -0.1 0.1 0.0
O 0.491294 -4.943530 6.749977 0.0 0.0 0.0
H -1.375434 -4.368758 6.068292 0.1 -0.1 0.0
H -0.866836 -3.653040 7.612027 0.0 0.0 0.0
H 0.159678 -2.953724 4.803396 -0.1 -0.1 0.0
H -0.147282 -1.848430 6.163978 0.1 0.0 0.1
C 6.151221 -4.752360 0.612289 -0.1 -0.1 0.1
C 4.785625 -5.360388 0.345642 0.0 -0.1 0.1
O 4.407563 -4.729972 -0.883372 0.0 0.0 0.0
C 5.536734 -4.336987 -1.528071 0.0 0.0 0.0
O 5.575595 -3.927718 -2.642090 -0.1 0.0 0.1
O 6.607879 -4.458677 -0.709348 0.0 0.0 -0.1
H 6.844686 -5.427512 1.104768 0.1 0.0 -0.1
H 6.090875 -3.820673 1.178538 0.0 0.0 0.0
H 4.832680 -6.438196 0.187224 0.0 0.0 0.0
H 4.052583 -5.141510 1.117690 0.0 0.1 -0.1
```
Forces are in eV/Å.